DFT (ωB97M-V/def2-TZVPD) results for a 12-piece molecular cluster, C18H62N22O12 overall at a distorted geometry.

```
114
Properties=species:S:1:pos:R:3:mulliken_charge:R:1
C 0.904 -0.040 -3.443 -0.744
O 1.556 -0.852 -2.516 -0.303
C 0.812 -1.092 -1.283 -0.731
C 1.644 -1.769 -0.195 0.420
C 0.703 -2.502 0.849 -1.251
N 2.528 -0.846 0.440 -0.600
H 0.189 -0.700 -3.934 0.280
H 1.633 0.443 -4.094 0.263
H 0.432 0.871 -3.078 0.312
H 0.370 -0.187 -0.865 0.352
H -0.070 -1.695 -1.499 0.377
H 2.331 -2.473 -0.666 0.147
H 1.288 -2.513 1.769 0.372
H 0.249 -3.434 0.512 0.346
H -0.163 -1.882 1.080 0.327
H 2.254 0.066 0.778 0.250
H 2.602 -1.329 1.324 0.183
C -4.992 -3.663 9.064 -0.804
O -6.067 -3.370 8.154 -0.314
C -6.424 -2.000 8.124 -0.708
C -7.218 -1.841 6.793 0.660
C -6.385 -1.954 5.546 -1.431
N -8.092 -0.650 6.838 -0.769
H -5.200 -3.531 10.126 0.307
H -4.132 -3.041 8.820 0.331
H -4.630 -4.691 9.048 0.271
H -7.088 -1.907 8.984 0.325
H -5.683 -1.243 8.382 0.450
H -7.878 -2.699 6.663 0.158
H -5.583 -1.218 5.498 0.321
H -6.896 -1.781 4.599 0.344
H -5.923 -2.939 5.608 0.331
H -8.469 -0.667 7.775 0.252
H -8.891 -0.779 6.234 0.274
N -0.284 5.549 4.922 -0.373
C 0.363 4.801 4.144 0.637
N 0.576 5.304 2.990 -0.417
O 0.948 3.811 4.518 -0.681
H -0.173 5.500 5.925 0.230
H -0.610 6.413 4.513 0.167
H 1.362 4.779 2.633 0.233
H 0.352 6.235 2.669 0.204
N -5.922 -0.626 -5.460 -0.343
C -5.976 -1.190 -4.322 0.580
N -5.620 -2.365 -4.475 -0.361
O -6.133 -0.684 -3.258 -0.653
H -6.304 0.301 -5.585 0.219
H -5.832 -1.258 -6.242 0.144
H -5.826 -2.660 -5.418 0.168
H -5.741 -2.971 -3.676 0.244
N 6.640 5.502 -9.336 -0.356
C 7.082 6.435 -10.119 0.661
N 6.852 7.618 -9.633 -0.382
O 7.645 6.168 -11.147 -0.636
H 6.914 4.530 -9.308 0.194
H 5.913 5.828 -8.715 0.141
H 6.240 7.711 -8.835 0.162
H 7.213 8.396 -10.166 0.218
N -2.688 1.886 -13.285 -0.386
C -2.646 2.208 -12.049 0.611
N -1.607 1.789 -11.368 -0.378
O -3.516 2.845 -11.490 -0.665
H -1.861 1.469 -13.688 0.193
H -3.463 2.368 -13.718 0.245
H -0.998 1.331 -12.031 0.145
H -1.283 2.247 -10.528 0.237
N -4.459 4.682 -2.303 -0.370
C -4.807 5.657 -3.121 0.627
N -5.916 5.418 -3.692 -0.360
O -4.016 6.569 -3.348 -0.681
H -5.084 3.902 -2.154 0.142
H -3.547 4.639 -1.871 0.205
H -6.385 6.192 -4.140 0.243
H -6.511 4.667 -3.372 0.195
N 5.529 -6.843 4.158 -0.406
C 4.934 -7.958 4.482 0.652
N 4.662 -8.616 3.361 -0.396
O 4.715 -8.482 5.586 -0.656
H 5.979 -6.393 4.942 0.245
H 5.913 -6.758 3.228 0.195
H 4.185 -9.500 3.469 0.216
H 4.938 -8.165 2.501 0.149
N -4.510 -11.019 8.491 -0.419
C -4.609 -10.408 7.324 0.652
N -3.528 -9.805 6.971 -0.394
O -5.607 -10.502 6.654 -0.638
H -3.673 -11.025 9.057 0.167
H -5.407 -11.191 8.923 0.221
H -3.601 -9.252 6.129 0.229
H -2.716 -10.097 7.496 0.182
N 4.864 -0.333 7.259 -0.424
C 6.167 -0.572 7.135 0.661
N 6.645 0.217 6.228 -0.374
O 6.905 -1.045 7.953 -0.619
H 4.314 0.312 6.709 0.196
H 4.592 -0.891 8.055 0.225
H 5.965 0.898 5.923 0.134
H 7.602 0.394 5.958 0.201
N 8.319 -0.405 -2.086 -0.384
C 8.674 0.090 -3.219 0.676
N 7.632 0.670 -3.747 -0.394
O 9.778 0.221 -3.625 -0.621
H 9.038 -0.847 -1.531 0.209
H 7.373 -0.300 -1.750 0.155
H 7.794 1.264 -4.547 0.200
H 6.718 0.419 -3.397 0.160
N 1.757 7.933 -4.595 -0.425
C 2.811 7.522 -3.890 0.619
N 2.993 8.145 -2.769 -0.372
O 3.614 6.674 -4.373 -0.686
H 0.946 8.317 -4.132 0.210
H 1.535 7.472 -5.465 0.229
H 2.373 8.912 -2.554 0.192
H 3.784 7.855 -2.212 0.233
```

Results
lowest unoccupied orbital energy: 0.042 eV
gap between HOMO and LUMO: 9.3 eV
relative energy (zero: lowest compared OMol25 entry of this formula, charge and spin): 1136.9 kJ/mol
structure (SMILES): COC[C@H](C)N.COC[C@H](C)N.NC(N)=O.NC(N)=O.NC(N)=O.NC(N)=O.NC(N)=O.NC(N)=O.NC(N)=O.NC(N)=O.NC(N)=O.NC(N)=O
net charge: 0
E_HOMO: -9.289 eV

---

DFT (ωB97M-V/def2-TZVPD) results for C18H64FeN2O16 as an isolated structure at a distorted geometry.

```
101
Properties=species:S:1:pos:R:3:mulliken_charge:R:1
Fe 0.270 -0.306 0.522 1.050
C -0.808 0.465 -3.431 -1.804
C -1.005 -1.077 -3.555 2.143
C -0.251 -1.473 -4.854 -1.420
C 0.051 -2.979 -5.030 -1.007
C 0.667 -3.629 -3.800 -1.137
C -0.064 -3.332 -2.461 1.337
N -0.361 -1.819 -2.383 0.684
O -0.753 -1.432 -1.015 -0.395
C 0.844 -3.860 -1.379 -1.747
C -1.420 -4.209 -2.511 -1.840
C -2.524 -1.314 -3.792 -2.036
H 0.216 0.734 -3.174 0.279
H -1.333 0.864 -2.563 0.076
H -1.158 0.963 -4.335 0.559
H 0.773 -1.108 -4.933 0.324
H -0.683 -1.001 -5.737 0.495
H 0.647 -3.170 -5.922 0.449
H -0.844 -3.531 -5.321 0.367
H 1.733 -3.420 -3.889 0.653
H 0.631 -4.675 -4.104 0.375
H 0.293 -3.880 -0.440 0.318
H 1.759 -3.281 -1.251 -0.111
H 1.181 -4.868 -1.622 0.539
H -2.165 -3.794 -1.832 0.252
H -1.116 -5.198 -2.167 0.507
H -1.886 -4.084 -3.488 0.371
H -3.128 -0.425 -3.975 0.399
H -2.901 -1.957 -2.997 0.401
H -2.672 -1.904 -4.696 0.407
C -1.239 4.147 -1.126 -1.436
C -0.315 3.804 0.078 2.019
C -0.055 5.093 0.973 -1.438
C -1.140 5.535 1.923 -0.898
C -1.384 4.411 2.912 -1.199
C -1.786 3.096 2.165 0.911
N -0.809 2.719 1.061 0.007
O -1.004 1.396 0.439 0.490
C -3.246 3.306 1.592 -1.518
C -1.770 2.011 3.282 -1.622
C 1.076 3.438 -0.413 -1.452
H -0.744 4.868 -1.777 0.435
H -2.155 4.624 -0.778 0.366
H -1.436 3.288 -1.767 0.042
H 0.178 5.966 0.364 0.571
H 0.903 5.035 1.490 0.414
H -2.094 5.777 1.454 0.327
H -0.902 6.456 2.455 0.435
H -2.265 4.725 3.471 0.500
H -0.573 4.294 3.632 0.400
H -3.907 3.722 2.353 0.399
H -3.592 2.304 1.340 0.256
H -3.272 3.968 0.727 0.299
H -2.132 1.053 2.909 0.043
H -2.428 2.294 4.103 0.556
H -0.785 1.866 3.725 0.270
H 1.231 2.748 -1.242 0.172
H 1.797 3.028 0.295 0.013
H 1.654 4.322 -0.680 0.344
O 4.270 -1.623 0.670 -0.578
H 4.793 -1.895 -0.084 0.228
H 4.876 -1.121 1.214 0.255
O 1.453 -1.886 0.974 0.957
H 1.178 -2.683 1.426 0.041
H 2.389 -2.010 0.816 -0.122
O 2.219 -1.133 4.019 -0.502
H 3.110 -0.904 4.285 0.232
H 1.809 -1.464 4.818 0.224
O 2.865 -1.312 -2.663 -0.681
H 3.224 -0.981 -3.486 0.279
H 2.390 -2.106 -2.911 0.106
O 4.104 -3.735 2.746 -0.643
H 4.122 -3.039 2.089 0.326
H 4.297 -4.534 2.255 0.314
O -0.939 -1.233 1.917 0.485
H -0.895 -1.271 2.872 0.057
H -1.718 -1.740 1.691 -0.138
O 3.795 1.737 0.284 -0.516
H 4.369 2.013 0.998 0.213
H 4.214 2.076 -0.507 0.242
O 1.921 3.131 2.895 -0.648
H 2.679 3.626 2.583 0.239
H 1.429 3.756 3.427 0.252
O 1.231 -4.232 2.260 -0.525
H 1.024 -5.164 2.190 0.240
H 1.856 -4.179 2.983 0.241
O 1.768 0.254 -0.563 0.479
H 2.002 -0.228 -1.356 -0.160
H 2.508 0.843 -0.414 0.060
O -3.966 0.503 -0.906 -0.827
H -3.230 0.912 -0.451 0.167
H -3.561 -0.142 -1.487 0.372
O -2.260 -0.939 4.576 -0.616
H -2.047 -1.814 4.902 0.301
H -3.009 -1.075 3.996 0.318
O -3.223 -2.715 1.934 -0.467
H -4.163 -2.553 1.851 0.253
H -3.149 -3.666 2.014 0.230
O 1.347 0.514 2.101 0.047
H 1.685 -0.006 2.830 0.293
H 1.435 1.422 2.393 -0.226
```

Results
lowest unoccupied orbital energy (spin up / spin down): -2.719 / -2.871 eV
gap between HOMO and LUMO (spin up / spin down): 5.8 / 5.6 eV
relative energy (zero: lowest compared OMol25 entry of this formula, charge and spin): 283.9 kJ/mol
spin multiplicity: 6
net charge: +1
E_HOMO (spin up / spin down): -8.554 / -8.498 eV

---

DFT (ωB97M-V/def2-TZVPD) results for a 15-piece molecular cluster, C18H64IN8O14 overall at a distorted geometry.

```
105
Properties=species:S:1:pos:R:3:mulliken_charge:R:1
I -5.941 -6.310 18.061 -0.374
C -4.682 -8.823 21.649 0.539
O -4.719 -9.730 22.480 -0.793
N -3.771 -8.570 20.777 -0.045
N -5.809 -8.139 21.461 0.351
H -2.898 -9.079 20.747 0.194
H -3.954 -7.920 20.027 -0.093
H -6.631 -8.539 21.891 0.024
H -5.925 -7.410 20.772 -0.321
C -10.886 -3.931 14.980 0.683
O -10.995 -2.767 15.390 -0.715
N -11.884 -4.669 14.525 -0.348
N -9.818 -4.654 15.093 -0.059
H -12.825 -4.305 14.477 0.193
H -11.693 -5.599 14.180 0.140
H -9.862 -5.606 14.760 0.038
H -9.007 -4.388 15.635 0.070
C -9.743 -4.108 19.752 0.531
O -10.020 -4.726 20.745 -0.677
N -8.481 -3.858 19.486 0.644
N -10.672 -3.748 18.923 -0.343
H -7.723 -4.423 19.842 -0.567
H -8.463 -3.303 18.642 0.031
H -10.389 -3.424 18.009 0.109
H -11.600 -4.057 19.174 0.245
C -9.109 -9.046 21.682 0.698
O -8.282 -8.684 22.533 -0.748
N -9.378 -8.516 20.497 0.047
N -9.944 -10.020 21.840 -0.479
H -10.271 -8.608 20.034 0.229
H -8.709 -7.863 20.113 -0.104
H -10.246 -10.468 20.987 0.147
H -9.970 -10.485 22.736 0.229
C -5.407 -2.366 19.766 0.047
O -6.234 -1.535 20.597 -0.599
H -5.437 -2.093 18.711 -0.002
H -4.433 -2.224 20.234 0.351
H -5.844 -3.364 19.808 -0.108
H -7.158 -1.780 20.506 0.325
C -3.976 -9.723 16.425 -0.514
O -5.384 -9.560 16.117 -0.432
H -3.865 -10.729 16.831 0.289
H -3.271 -9.605 15.602 0.258
H -3.753 -9.036 17.241 0.126
H -5.608 -8.636 16.249 0.140
C -6.530 -10.828 19.060 -0.026
O -6.945 -12.119 19.494 -0.565
H -5.477 -10.744 19.329 0.065
H -6.584 -10.704 17.978 0.284
H -7.003 -9.929 19.454 -0.020
H -7.902 -12.068 19.549 0.287
C -2.372 -4.968 16.073 -0.309
O -2.703 -5.125 17.436 -0.280
H -2.344 -5.937 15.573 0.227
H -3.191 -4.421 15.606 -0.075
H -1.356 -4.578 16.128 0.257
H -3.637 -5.336 17.513 -0.091
C -9.343 -8.417 13.741 -0.530
O -10.356 -7.591 13.278 -0.495
H -9.815 -9.336 14.088 0.339
H -8.719 -8.665 12.882 0.350
H -8.692 -7.928 14.466 0.086
H -10.883 -8.072 12.636 0.283
C -1.487 -6.466 20.608 -0.490
O -1.111 -5.326 19.887 -0.518
H -2.494 -6.338 21.007 0.239
H -1.399 -7.393 20.042 0.140
H -0.852 -6.678 21.468 0.337
H -1.527 -5.405 19.026 0.370
C -5.205 -2.593 15.854 -0.823
C -6.639 -2.715 15.437 -0.035
O -7.330 -3.210 16.655 -0.284
H -4.893 -3.460 16.438 -0.119
H -4.963 -1.770 16.526 0.262
H -4.540 -2.533 14.992 0.465
H -6.803 -3.512 14.711 0.082
H -7.039 -1.774 15.059 0.314
H -6.851 -3.977 16.979 -0.059
C -7.051 -5.433 22.442 -0.619
C -7.042 -3.858 22.666 -0.025
O -7.572 -3.804 23.966 -0.637
H -7.987 -5.954 22.241 0.438
H -6.481 -5.944 23.218 0.492
H -6.519 -5.557 21.499 -0.256
H -7.727 -3.326 22.006 0.066
H -6.053 -3.400 22.698 0.234
H -8.467 -4.149 23.990 0.339
C -6.322 -7.053 12.771 -0.503
C -4.933 -7.630 12.726 -0.367
O -4.839 -9.078 12.635 -0.535
H -6.142 -5.988 12.911 0.256
H -6.803 -7.323 13.711 -0.155
H -7.048 -7.321 12.003 0.420
H -4.303 -7.195 13.502 0.226
H -4.653 -7.387 11.701 0.380
H -5.225 -9.385 11.811 0.280
C -10.940 -7.539 17.232 -0.524
C -11.394 -9.004 17.351 -0.436
O -11.648 -9.171 18.735 -0.535
H -11.623 -6.865 17.747 0.276
H -11.089 -7.303 16.178 0.138
H -9.933 -7.385 17.620 0.142
H -10.653 -9.761 17.093 0.193
H -12.277 -9.161 16.732 0.434
H -12.503 -9.599 18.826 0.251
```

Results
lowest unoccupied orbital energy: 1.512 eV
gap between HOMO and LUMO: 7.6 eV
net charge: -1
E_HOMO: -6.078 eV

---

DFT (ωB97M-V/def2-TZVPD) results for a 18-piece molecular cluster, C18H68N34O20 overall at a distorted geometry.

```
140
Properties=species:S:1:pos:R:3:mulliken_charge:R:1
C -0.563 -0.837 0.401 -2.134
O 0.181 -0.002 -0.003 1.667
O -0.212 -1.729 1.220 2.109
O -1.724 -0.752 0.049 1.790
C -4.110 -0.534 -2.953 0.361
O -5.171 -0.726 -3.477 -0.760
N -3.859 -1.222 -1.880 -0.158
N -3.303 0.475 -3.243 0.095
H -4.377 -2.065 -1.680 0.344
H -3.014 -0.975 -1.384 0.060
H -2.487 0.745 -2.713 -0.310
H -3.540 1.204 -3.901 0.144
C -3.527 2.210 0.481 0.401
O -3.945 3.325 0.716 -0.803
N -3.815 1.220 1.276 -0.213
N -2.853 1.739 -0.522 0.411
H -4.348 1.551 2.068 0.282
H -3.228 0.402 1.209 0.024
H -2.452 0.816 -0.436 -0.640
H -2.412 2.478 -1.049 -0.128
C 1.777 -3.599 3.724 0.237
O 2.331 -4.069 4.630 -0.696
N 1.975 -4.158 2.561 -0.063
N 0.954 -2.561 3.842 -0.097
H 2.401 -5.071 2.488 0.223
H 1.507 -3.851 1.719 -0.101
H 0.541 -2.235 2.979 -0.461
H 1.258 -2.022 4.640 0.237
C 3.439 1.057 -5.388 0.575
O 4.181 2.007 -5.392 -0.735
N 2.308 1.143 -4.734 -0.173
N 3.645 -0.106 -5.902 -0.376
H 2.118 1.947 -4.154 0.276
H 1.961 0.281 -4.338 0.333
H 2.915 -0.793 -6.027 0.211
H 4.454 -0.126 -6.508 0.253
C -0.749 1.248 3.623 0.238
O -0.720 1.612 4.830 -0.979
N -0.765 2.124 2.651 -0.083
N -0.541 0.007 3.385 0.318
H -0.491 1.650 1.802 -0.270
H -0.200 2.953 2.767 0.278
H -0.329 -0.507 4.229 0.336
H -0.453 -0.404 2.467 -1.227
C -4.023 0.881 6.189 0.498
O -5.146 0.998 6.615 -0.709
N -3.785 0.135 5.096 -0.323
N -2.900 1.442 6.513 -0.311
H -2.895 -0.038 4.651 0.180
H -4.625 -0.388 4.895 0.100
H -3.015 2.135 7.239 0.191
H -2.081 1.333 5.933 0.363
C 0.502 -1.199 -3.188 -0.077
O 0.417 -1.904 -4.172 -0.763
N -0.348 -0.235 -2.956 0.350
N 1.507 -1.088 -2.332 1.033
H -0.322 0.037 -1.984 -0.399
H -1.230 -0.189 -3.446 0.307
H 2.078 -1.901 -2.151 -0.048
H 1.373 -0.566 -1.478 -0.403
C 3.468 -0.683 1.599 0.024
O 4.648 -0.849 1.729 -0.744
N 2.728 -0.025 2.485 -0.145
N 2.809 -1.273 0.694 1.205
H 3.062 0.536 3.256 0.218
H 1.730 -0.100 2.353 0.287
H 3.467 -1.770 0.111 -0.008
H 1.809 -1.338 0.572 -1.721
C 2.530 -4.137 -1.496 0.737
O 3.018 -3.224 -2.111 -0.736
N 3.225 -4.908 -0.775 -0.413
N 1.337 -4.634 -1.683 -0.298
H 4.179 -4.628 -0.597 0.264
H 2.673 -5.563 -0.240 0.129
H 1.156 -5.616 -1.528 0.214
H 0.594 -4.060 -2.055 0.023
C -0.378 -7.417 4.467 0.667
O 0.554 -8.264 4.583 -0.720
N -0.447 -6.515 3.542 -0.146
N -1.415 -7.287 5.272 -0.382
H 0.158 -6.668 2.749 0.073
H -1.121 -5.763 3.508 0.071
H -2.127 -6.570 5.276 0.180
H -1.484 -8.046 5.935 0.209
C 0.284 6.523 0.395 0.479
O -0.619 7.341 0.400 -0.756
N 0.145 5.270 0.544 -0.145
N 1.500 6.812 -0.039 -0.321
H 0.904 4.679 0.238 0.058
H -0.756 4.916 0.832 0.115
H 2.212 6.107 0.084 0.184
H 1.704 7.632 -0.592 0.200
C 5.875 1.274 -1.455 0.650
O 6.787 1.444 -0.668 -0.755
N 5.595 2.117 -2.456 -0.223
N 5.134 0.209 -1.425 -0.174
H 4.774 2.184 -3.039 0.112
H 6.291 2.848 -2.494 0.174
H 5.287 -0.394 -0.630 0.086
H 4.495 -0.021 -2.173 0.092
C -4.194 -2.791 2.043 0.436
O -5.184 -3.337 2.505 -0.855
N -3.094 -2.621 2.579 0.475
N -4.143 -2.123 0.977 0.249
H -2.857 -2.876 3.527 0.222
H -2.476 -2.131 1.949 -0.431
H -3.286 -1.662 0.706 -0.510
H -4.999 -1.941 0.472 0.230
C 2.171 3.024 -0.536 -0.046
O 2.441 4.201 -0.839 -0.850
N 1.133 2.421 -0.998 1.505
N 2.827 2.312 0.335 -0.133
H 0.244 2.880 -1.142 0.188
H 0.963 1.443 -0.813 -0.446
H 2.362 1.480 0.670 -0.099
H 3.483 2.827 0.905 0.306
C -1.730 4.818 -2.331 0.599
O -0.984 3.999 -1.866 -0.522
N -1.958 6.040 -1.979 -0.452
N -2.565 4.493 -3.267 -0.340
H -2.275 6.659 -2.712 0.227
H -1.378 6.243 -1.178 0.073
H -3.217 5.185 -3.609 0.119
H -2.609 3.574 -3.684 0.109
C -2.197 -4.341 -0.624 0.360
O -2.841 -5.386 -0.839 -0.831
N -1.241 -4.221 0.237 0.323
N -2.171 -3.273 -1.361 0.317
H -1.243 -5.042 0.825 0.037
H -0.899 -3.310 0.509 -0.483
H -2.781 -3.247 -2.166 0.258
H -1.626 -2.452 -1.140 -1.127
C 1.019 4.558 -4.362 0.267
O 0.275 4.727 -5.298 -0.765
N 1.027 3.368 -3.803 0.109
N 1.890 5.440 -3.870 -0.214
H 0.461 2.691 -4.295 0.230
H 1.194 3.481 -2.814 -0.463
H 2.392 5.109 -3.058 0.142
H 2.011 6.336 -4.321 0.234
```

Results
lowest unoccupied orbital energy: 3.229 eV
gap between HOMO and LUMO: 8.9 eV
relative energy (zero: lowest compared OMol25 entry of this formula, charge and spin): 0.0 kJ/mol
net charge: -2
E_HOMO: -5.664 eV